This record from the Open Molecules 2025 dataset describes 2 unconnected molecules or ions with the total composition C2H2Cl6. The level of theory is ωB97M-V/def2-TZVPD.

Cartesian coordinates (Å):
Cl (-16.2092, -24.5616, 1.0800)
C (-16.8840, -23.0340, 1.6388)
Cl (-18.5882, -22.9100, 1.1943)
Cl (-16.0041, -21.6524, 1.0115)
H (-16.8073, -22.9976, 2.7141)
Cl (-13.0564, -23.5943, 1.9662)
C (-12.7279, -23.7310, 0.2452)
Cl (-11.2554, -24.6340, -0.0636)
Cl (-12.6356, -22.1169, -0.5244)
H (-13.5786, -24.2121, -0.2149)

Results
Total charge: 0
Lowest unoccupied orbital energy, eV: 0.56
M, g mol⁻¹: 238.76
HOMO level, eV: -11.11
E, eV: -77240.76605
Spin multiplicity: 1
Energy relative to the best compared isomer or geometry (same formula, charge and spin), kcal per mole: 1.6